# 1
Computed, not measured: C12H24F6GeN2PdSbSe as an isolated structure, with ωB97M-V/def2-TZVPD.

<S²>   0.755
Multiplicity   2
HOMO energy (alpha / beta)   -0.77 / -0.76 eV
Energy above the lowest of the compared OMol25 structures with the same formula, charge and spin   122.8 kcal per mole
Net charge   -2

XYZ file:
```
48
Properties=species:S:1:pos:R:3:mulliken_charge:R:1
Pd 0.951 0.461 -0.927 0.913
Se 1.110 0.106 -3.304 -0.372
C 2.719 1.154 -3.471 0.216
C 3.785 0.686 -4.235 -0.345
C 4.976 1.397 -4.293 -0.511
C 5.114 2.586 -3.591 -0.416
C 4.041 3.076 -2.857 -0.532
C 2.847 2.374 -2.804 -0.353
H 3.684 -0.255 -4.763 0.347
H 5.803 1.016 -4.880 0.345
H 6.050 3.131 -3.616 0.359
H 4.134 4.005 -2.309 0.392
H 2.016 2.782 -2.241 0.366
N -4.031 0.910 -4.592 -0.856
C -3.743 0.316 -1.616 -1.263
C -2.253 0.318 -1.696 -0.238
N -1.652 0.156 -0.365 -0.228
H -4.142 0.662 -3.594 0.368
H -3.146 0.494 -4.866 0.277
H -3.871 1.913 -4.595 0.259
H -4.239 -0.642 -1.478 0.355
H -4.201 1.149 -1.091 0.382
H -1.894 1.271 -2.089 0.265
H -1.891 -0.479 -2.357 0.311
H -2.050 -0.659 0.092 0.226
H -1.926 0.988 0.226 0.317
F 1.316 1.812 0.413 -0.828
Sb -1.121 2.788 2.586 1.562
F -2.615 2.181 0.972 -0.814
F -1.503 1.022 3.788 -0.732
F -2.734 3.450 3.431 -0.610
F -0.160 3.637 4.193 -0.685
F -1.057 4.688 1.731 -0.698
C 3.341 -3.171 0.939 -1.173
Ge 3.023 -1.892 -0.528 0.327
C 4.116 -0.288 -0.269 -0.764
C 3.504 -2.740 -2.239 -1.037
C 1.171 -1.280 -0.460 -0.390
H 4.391 -3.457 1.003 0.355
H 2.745 -4.074 0.792 0.350
H 3.043 -2.717 1.884 0.363
H 5.181 -0.524 -0.239 0.368
H 3.821 0.204 0.659 0.387
H 3.929 0.410 -1.084 0.025
H 4.576 -2.635 -2.404 0.344
H 2.969 -2.261 -3.059 0.243
H 3.248 -3.801 -2.231 0.392
H 0.318 -1.808 -0.037 0.430
```



# 2
Computed, not measured: a 5-piece molecular cluster, C12H24FNO8S overall, with ωB97M-V/def2-TZVPD.

HOMO energy   -9.43 eV
Energy above the lowest of the compared OMol25 structures with the same formula, charge and spin   183.1 kcal per mole
Net charge   0

XYZ file:
```
47
Properties=species:S:1:pos:R:3:mulliken_charge:R:1
N 0.252 0.161 -2.714 -0.385
H -0.517 0.815 -2.686 0.300
H 0.311 -0.115 -3.700 0.423
H -0.153 -0.635 -2.100 0.246
H 1.152 0.633 -2.420 0.351
F -0.007 0.992 -0.192 -0.854
C -1.175 4.201 0.212 -1.435
C -2.184 4.478 -0.905 0.234
C -3.258 3.412 -1.075 -0.320
O -4.472 4.132 -0.994 -0.386
C -4.282 5.387 -0.642 0.706
O -5.112 6.266 -0.593 -0.580
O -2.999 5.579 -0.553 -0.400
H -0.528 4.971 0.325 0.428
H -0.501 3.180 0.071 0.205
H -1.724 4.044 0.970 0.481
H -1.728 4.864 -1.708 0.451
H -3.307 2.746 -0.315 0.374
H -3.078 2.992 -2.046 0.216
C 4.601 0.604 0.477 -2.429
C 3.332 -0.167 0.501 0.286
C 3.393 -1.649 0.131 -0.125
O 3.259 -2.235 1.437 -0.292
C 2.984 -1.413 2.349 0.705
O 2.759 -1.729 3.535 -0.628
O 2.949 -0.071 1.805 -0.367
H 4.498 1.424 0.641 0.974
H 4.928 0.506 -0.446 0.562
H 5.301 0.523 1.395 0.281
H 2.541 0.117 0.089 0.630
H 4.495 -2.007 -0.091 0.365
H 2.592 -1.940 -0.673 0.095
C -1.435 -2.400 1.512 -0.657
C -1.930 -3.821 1.327 -0.846
C -1.513 -4.368 -0.125 -0.836
S 0.063 -3.684 -0.244 1.111
O 0.135 -2.923 -1.529 -0.752
O 1.111 -4.644 -0.159 -0.673
C -0.002 -2.443 1.055 -0.107
H -1.592 -1.771 2.442 0.374
H -1.817 -1.769 0.711 0.276
H -2.967 -3.913 1.525 0.490
H -1.632 -4.798 1.965 0.256
H -2.117 -3.957 -0.893 0.377
H -1.708 -5.393 -0.346 0.475
H 0.382 -1.377 0.851 0.161
H 0.707 -2.815 1.839 0.240
```



# 3
Computed, not measured: C12H24IrN2O4S as an isolated structure, with ωB97M-V/def2-TZVPD.

HOMO energy (alpha / beta)   -18.76 / -18.76 eV
Energy above the lowest of the compared OMol25 structures with the same formula, charge and spin   8.9 kcal per mole
Net charge   +3

XYZ file:
```
44
Properties=species:S:1:pos:R:3:mulliken_charge:R:1
Ir -0.266 0.854 -0.464 2.218
C 1.406 3.079 -1.314 -0.700
C 2.318 2.422 -0.320 -0.375
O 1.868 1.020 -0.111 -0.507
C 2.227 0.529 1.215 -0.485
C 0.946 0.359 2.039 -0.378
O -0.066 1.269 1.480 -0.617
C -1.412 1.060 2.062 -0.731
C -2.338 1.952 1.281 -0.367
O -2.115 1.703 -0.169 -0.554
C -2.324 2.928 -0.995 -0.409
C -1.017 3.266 -1.707 -0.617
O 0.055 2.885 -0.794 -0.585
H 1.601 4.146 -1.422 0.383
H 1.472 2.592 -2.292 0.403
H 3.345 2.389 -0.681 0.417
H 2.270 2.933 0.641 0.427
H 2.746 -0.421 1.107 0.403
H 2.908 1.246 1.667 0.374
H 0.545 -0.652 1.952 0.243
H 1.076 0.611 3.091 0.479
H -1.659 0.005 1.944 0.339
H -1.387 1.323 3.120 0.433
H -3.383 1.744 1.508 0.397
H -2.114 3.000 1.468 0.460
H -3.128 2.712 -1.695 0.358
H -2.633 3.719 -0.318 0.436
H -0.905 2.682 -2.626 0.386
H -0.932 4.326 -1.944 0.442
C -1.409 -3.921 0.886 -0.826
N -0.381 -3.646 -0.111 0.037
C 0.586 -4.702 -0.496 -0.559
C 1.470 -4.016 -1.555 -0.531
N 0.852 -2.676 -1.643 -0.083
C -0.169 -2.561 -0.812 0.579
S -1.246 -1.147 -0.765 -0.448
H -1.937 -4.830 0.602 0.334
H -2.121 -3.102 0.927 0.295
H -0.944 -4.071 1.860 0.340
H 0.033 -5.555 -0.889 0.364
H 1.141 -5.023 0.384 0.358
H 1.425 -4.511 -2.522 0.349
H 2.510 -3.931 -1.248 0.303
H 1.086 -1.991 -2.343 0.216
```



# 4
Computed, not measured: C12H24N4ORbSV as an isolated structure, with ωB97M-V/def2-TZVPD.

HOMO energy (alpha / beta)   -16.18 / -16.18 eV
Net charge   +2

XYZ file:
```
44
Properties=species:S:1:pos:R:3:mulliken_charge:R:1
N -0.144 0.355 1.822 -0.338
C 0.035 0.717 2.980 0.859
O 0.154 1.096 4.093 -0.378
Rb -2.695 -0.623 -0.989 0.786
V 0.439 -0.003 0.048 0.509
N 0.175 1.533 -0.980 0.690
N -0.492 -1.593 -0.330 0.202
C 0.531 2.900 -0.499 1.108
C -0.797 -2.821 0.470 0.522
C -0.722 3.545 0.094 -1.403
C 1.075 3.783 -1.626 -1.839
C 1.612 2.823 0.576 -1.447
C -1.620 -3.814 -0.363 -1.295
C 0.513 -3.484 0.898 -1.408
C -1.601 -2.407 1.700 -1.347
H -1.506 3.671 -0.666 0.370
H -0.474 4.536 0.497 0.431
H -1.132 2.936 0.912 0.293
H 1.913 3.293 -2.139 0.428
H 1.452 4.721 -1.195 0.450
H 0.311 4.054 -2.363 0.488
H 1.262 2.336 1.490 0.159
H 1.898 3.850 0.838 0.502
H 2.504 2.299 0.211 0.363
H -2.604 -3.419 -0.680 0.273
H -1.825 -4.698 0.256 0.440
H -1.074 -4.153 -1.255 0.367
H 1.125 -3.750 0.027 0.318
H 0.285 -4.406 1.454 0.505
H 1.105 -2.826 1.548 0.283
H -1.072 -1.667 2.312 0.156
H -1.770 -3.301 2.316 0.483
H -2.602 -2.004 1.453 0.283
C 0.072 -1.792 -1.669 -0.707
H 0.821 -0.998 -1.871 0.326
H 0.608 -2.754 -1.742 0.409
H -0.688 -1.794 -2.482 0.383
C -0.611 1.505 -2.235 -1.377
H -0.175 2.190 -2.978 0.324
H -0.598 0.515 -2.732 0.391
H -1.666 1.833 -2.098 0.417
S 2.728 -0.404 0.155 -0.162
C 2.625 -0.754 1.798 0.580
N 2.621 -1.026 2.947 -0.398
```



# 5
Computed, not measured: C12H24N6O6Pd as an isolated structure, with ωB97M-V/def2-TZVPD.

<S²>   2.011
Multiplicity   3
HOMO energy (alpha / beta)   -5.81 / -5.86 eV
Energy above the lowest of the compared OMol25 structures with the same formula, charge and spin   103.2 kcal per mole
Net charge   0

XYZ file:
```
49
Properties=species:S:1:pos:R:3:mulliken_charge:R:1
O -1.067 -0.606 -3.781 -0.178
H -0.789 -1.458 -4.175 0.445
Pd 0.564 0.315 -0.164 0.403
N 1.689 -1.244 -0.907 0.702
N -0.646 -1.564 0.047 0.683
N 0.818 2.372 -0.120 0.537
N -1.019 1.101 1.062 0.625
O 2.902 -1.013 -1.117 -0.793
O 1.785 2.882 -0.774 -0.914
O -1.834 0.390 1.859 -0.683
O -1.735 -1.775 0.744 -0.901
C -0.123 -2.666 -0.521 0.446
C 1.153 -2.485 -1.112 -0.203
C -0.063 3.146 0.535 0.267
C -1.106 2.433 1.180 0.156
C 1.911 -3.545 -1.822 -1.479
H 1.616 -3.603 -2.874 0.172
H 1.719 -4.522 -1.382 0.422
H 2.968 -3.316 -1.766 0.359
C -0.853 -3.961 -0.332 -1.281
H -1.830 -3.950 -0.853 0.229
H -1.049 -4.159 0.741 0.277
H -0.267 -4.801 -0.733 0.392
C 0.100 4.614 0.618 -1.555
C -2.116 3.050 2.088 -1.513
H 0.806 4.943 -0.142 0.394
H 0.474 4.903 1.608 0.266
H -0.856 5.133 0.474 0.366
H -2.771 2.281 2.509 0.354
H -2.725 3.788 1.556 0.350
H -1.610 3.570 2.909 0.302
H 1.634 1.539 -1.925 0.450
H -1.850 -0.563 1.338 0.386
C -2.420 -0.342 -3.533 -0.408
H -2.978 -1.214 -3.209 0.291
H -2.915 -0.031 -4.426 0.256
H -2.320 0.388 -2.764 0.207
O 0.871 0.918 -2.120 -0.754
H -0.344 -0.225 -3.175 0.352
H 0.178 1.566 -2.338 0.290
N 0.493 -0.741 2.652 0.062
C 1.169 -0.669 3.811 -0.042
C 2.366 0.022 3.533 -1.107
C 2.333 0.344 2.163 -0.630
N 1.175 -0.123 1.675 0.585
H -0.406 -1.161 2.472 0.112
H 0.761 -1.091 4.729 0.438
H 3.158 0.274 4.223 0.380
H 3.051 0.854 1.541 0.484
```



In order of appearance, F_max = 2.11, 18.02, 0.96, 3.64, 4.47 eV/Å.